Model 1:
Entry from the Open Molecules 2025 dataset: 8 unconnected molecules or ions with the total composition H16O7S (ωB97M-V/def2-TZVPD).

Summary:
* SMILES: O.O.O.O.O.O.O.S
* highest occupied orbital energy: -0.3594 Eh
* orbital gap: 10.02 eV
* E_LUMO: 0.24 eV

The geometry in ORCA input format:
```
! RIJCOSX wB97M-V def2-TZVPD def2/J DEFGRID3
* xyz 0 1
O 2.69590 1.50869 1.96741
H 3.25565 0.82380 1.57589
H 1.93202 1.52252 1.36867
O 1.02484 -0.77104 4.76346
H 1.86581 -1.00599 4.35437
H 1.33193 -0.32379 5.56311
O -0.52306 0.31783 -3.82802
H -1.18945 0.83466 -4.29375
H -0.91131 0.27138 -2.94172
O 2.53002 0.73503 -2.75418
H 2.28191 -0.11492 -2.36132
H 3.37282 0.47117 -3.14134
O -0.86868 4.90352 3.35941
H -1.22718 4.01678 3.29752
H -0.26627 4.95104 4.11107
O 0.56705 -1.17660 0.33906
H -0.02037 -0.41101 0.30211
H 0.42296 -1.55405 1.21167
O 0.51284 1.74526 -0.79742
H 1.03705 1.28848 -1.46926
H 0.27445 2.59051 -1.19265
S -3.33811 -3.93197 -1.79668
H -2.79668 -3.86664 -0.57443
H -2.18388 -3.73362 -2.44612
*
```

=====

Model 2:
Entry from the Open Molecules 2025 dataset: 8 unconnected molecules or ions with the total composition H16O7S (ωB97M-V/def2-TZVPD).

Summary:
* SMILES: O.O.O.O.O.O.O.S
* highest occupied orbital energy: -0.3451 Eh
* orbital gap: 9.28 eV
* E_LUMO: -0.11 eV

The geometry in ORCA input format:
```
! RIJCOSX wB97M-V def2-TZVPD def2/J DEFGRID3
* xyz 0 1
O 2.52938 -0.75859 0.77934
H 2.50740 -0.49590 1.70193
H 1.75736 -1.28071 0.53622
O -0.81305 -1.87217 -2.00537
H -1.35115 -2.27331 -2.68777
H -0.26973 -1.21146 -2.45303
O -3.32081 2.09387 0.97119
H -2.87507 1.22495 1.01293
H -3.11973 2.46991 1.84348
O -0.30714 3.10264 -1.97895
H -1.10674 2.83574 -1.51947
H -0.40247 2.92826 -2.91510
O 0.23687 -2.40304 0.47744
H 0.21276 -1.75301 1.18581
H 0.00461 -2.17983 -0.44144
O -2.12214 -0.51219 1.05942
H -1.35326 -0.90183 0.61028
H -2.64748 -0.50629 0.23902
O 1.42174 -1.15857 3.28627
H 0.56048 -0.97349 3.68848
H 1.61910 -2.07224 3.50080
S 3.04793 1.87216 -2.86517
H 1.99716 2.38746 -2.17887
H 3.79396 1.43763 -1.84744
*
```

=====

Of them, the most stable is model 1 and the least stable is model 2.

=====

Model 1:
Entry from the Open Molecules 2025 dataset: C4H10N2OS in the gas phase (ωB97M-V/def2-TZVPD).

Summary:
* SMILES: CC(C)(N)C(=S)NO
* highest occupied orbital energy: -0.3174 Eh
* orbital gap: 9.33 eV
* E_LUMO: 0.69 eV

The geometry in ORCA input format:
```
! RIJCOSX wB97M-V def2-TZVPD def2/J DEFGRID3
* xyz 0 1
C -1.38648 0.80001 1.64111
C -0.12047 0.97648 0.65489
C 1.09950 1.02069 1.51879
N -0.11654 2.09517 -0.28280
C 0.01651 -0.31274 -0.26745
S -0.29313 -1.88205 0.20990
N 0.52207 -0.04524 -1.46782
O 0.57592 -1.09266 -2.36538
H -2.25294 0.74213 1.04169
H -1.23477 -0.22194 2.17782
H -1.41204 1.61375 2.37265
H 1.17154 0.06284 2.04016
H 1.09648 1.86514 2.21887
H 1.98984 1.31103 0.85978
H 0.17368 2.94832 0.17094
H -1.08003 2.21695 -0.85955
H 0.57479 0.94600 -1.73528
H 0.56301 -1.88615 -1.75228
*
```

=====

Model 2:
Entry from the Open Molecules 2025 dataset: C4H10N2OS in the gas phase (ωB97M-V/def2-TZVPD).

Summary:
* SMILES: CCO/C(=N/C)NS
* highest occupied orbital energy: -0.3283 Eh
* orbital gap: 9.61 eV
* E_LUMO: 0.67 eV

The geometry in ORCA input format:
```
! RIJCOSX wB97M-V def2-TZVPD def2/J DEFGRID3
* xyz 0 1
C -2.56491 -0.21914 0.47213
C -1.72275 -1.00794 -0.53957
O -0.30758 -1.35708 -0.08039
C 0.76498 -0.39967 0.07492
N 0.37786 0.80031 -0.22196
C 1.00845 2.07252 -0.00949
N 1.91275 -0.92413 0.58912
S 3.40756 -0.64255 -0.03042
H -3.36634 0.13382 -0.24851
H -2.09998 0.71622 0.83267
H -2.94468 -0.75243 1.55502
H -1.97118 -2.11878 -0.90691
H -1.52031 -0.40227 -1.45876
H 1.78829 2.30749 -0.72684
H 0.37458 3.05282 -0.24956
H 1.60114 2.14573 0.98798
H 1.63998 -1.88688 1.10024
H 3.62215 -1.51804 -1.13970
*
```

=====

Model 3:
Entry from the Open Molecules 2025 dataset: C4H10N2OS in the gas phase (ωB97M-V/def2-TZVPD).

Summary:
* SMILES: NCN[C@@H](C=O)CS
* highest occupied orbital energy: -0.3338 Eh
* orbital gap: 9.78 eV
* E_LUMO: 0.70 eV

The geometry in ORCA input format:
```
! RIJCOSX wB97M-V def2-TZVPD def2/J DEFGRID3
* xyz 0 1
N 1.46692 -1.88303 2.05377
C 0.09481 -1.46370 1.90953
N -0.48357 -1.47860 0.57884
C -0.25569 -0.37323 -0.34646
C -1.23940 -0.48153 -1.51926
O -1.06845 0.17270 -2.49855
C -0.37945 1.01166 0.29209
S 0.77352 2.18723 -0.52374
H 2.10097 -1.13880 1.78940
H 1.73598 -2.70055 1.53129
H 0.07465 -0.46746 2.28904
H -0.52783 -2.11511 2.49835
H -0.20172 -2.34349 0.12506
H 0.69719 -0.39800 -0.88710
H -2.10961 -1.14328 -1.43931
H -0.13839 0.97969 1.34437
H -1.37099 1.46959 0.20688
H 1.16783 2.90405 0.53526
*
```

=====

Model 4:
Entry from the Open Molecules 2025 dataset: C4H10N2OS in the gas phase (ωB97M-V/def2-TZVPD).

Summary:
* SMILES: C=NS[C@@H](CN)CO
* highest occupied orbital energy: -0.3223 Eh
* orbital gap: 9.31 eV
* E_LUMO: 0.54 eV

The geometry in ORCA input format:
```
! RIJCOSX wB97M-V def2-TZVPD def2/J DEFGRID3
* xyz 0 1
C -0.28759 1.10078 -2.83621
N 0.20513 0.69614 -1.71017
S -0.73968 1.31566 -0.38064
C -0.04813 0.39613 1.04437
C -0.45516 -1.07767 0.97063
N -1.89830 -1.35554 1.10344
C 1.53265 0.47393 1.04733
O 2.16720 -0.26475 0.06913
H 0.14293 0.59236 -3.71141
H -1.13785 1.81232 -2.97703
H -0.46140 0.83818 1.94942
H 0.00917 -1.44613 0.02002
H -0.06848 -1.65128 1.80420
H -2.40199 -0.79658 0.40945
H -2.09752 -2.34711 0.92374
H 1.79300 1.53358 1.02845
H 1.79965 0.05060 2.05434
H 1.94636 0.12940 -0.80906
*
```

=====

Of them, the most stable is model 3 and the least stable is model 2.

=====

Model 1:
Entry from the Open Molecules 2025 dataset: 2 unconnected molecules or ions with the total composition C4H14N3 (ωB97M-V/def2-TZVPD).

Summary:
* highest occupied orbital energy: -0.4656 Eh
* orbital gap: 9.51 eV
* E_LUMO: -3.16 eV

The geometry in ORCA input format:
```
! RIJCOSX wB97M-V def2-TZVPD def2/J DEFGRID3
* xyz 1 1
C -2.59330 -0.44708 -0.43287
N -2.20829 -0.35468 0.98335
C -0.98357 -0.49527 1.40857
N -0.60306 -0.36143 2.65648
H -2.50848 0.53232 -0.89535
H -3.62212 -0.79091 -0.48272
H -1.96314 -1.18816 -0.91541
H -2.91567 -0.10353 1.65642
H -0.22496 -0.72895 0.65850
H -1.26280 -0.18348 3.40859
H 0.35778 -0.47847 2.91646
C 2.74458 -0.24064 -0.66648
N 1.37032 0.26870 -0.53841
C 1.01424 1.06139 -1.71476
H 2.75387 -0.96468 -1.48119
H 3.46968 0.53809 -0.92101
H 3.03863 -0.74227 0.25108
H 1.36355 0.89463 0.25281
H 1.58112 1.99305 -1.81469
H -0.04817 1.29945 -1.71396
H 1.23981 0.49191 -2.61541
*
```

=====

Model 2:
Entry from the Open Molecules 2025 dataset: 2 unconnected molecules or ions with the total composition C4H14N3 (ωB97M-V/def2-TZVPD).

Summary:
* highest occupied orbital energy: -0.4281 Eh
* orbital gap: 8.82 eV
* E_LUMO: -2.83 eV

The geometry in ORCA input format:
```
! RIJCOSX wB97M-V def2-TZVPD def2/J DEFGRID3
* xyz 1 1
C -0.13956 -0.29537 -2.19526
N 0.98908 -0.26572 -1.23309
C 2.21944 0.46150 -1.79243
H 0.02366 0.46366 -2.96373
H -0.16264 -1.24060 -2.74973
H -1.09471 -0.11571 -1.72833
H 1.25874 -1.21612 -1.04014
H 2.36444 0.16670 -2.80972
H 3.10163 0.18462 -1.24131
H 2.03040 1.53306 -1.69626
C -0.41379 0.01458 1.76310
C -1.71555 -0.08947 2.09758
N -2.22145 -1.08952 2.99032
N 0.00598 1.11808 0.93496
H 0.36588 -0.57326 2.15771
H -2.53047 0.54287 1.68784
H -3.00972 -1.62093 2.55573
H -1.46712 -1.69315 3.34974
H 0.64957 0.23096 -0.39707
H 0.54693 1.77569 1.52535
H -0.80075 1.70814 0.78474
*
```

=====

Model 3:
Entry from the Open Molecules 2025 dataset: 2 unconnected molecules or ions with the total composition C4H14N3 (ωB97M-V/def2-TZVPD).

Summary:
* highest occupied orbital energy: -0.4782 Eh
* orbital gap: 9.74 eV
* E_LUMO: -3.28 eV

The geometry in ORCA input format:
```
! RIJCOSX wB97M-V def2-TZVPD def2/J DEFGRID3
* xyz 1 1
C -1.63428 -0.23328 1.09398
C 2.02464 0.21974 -0.21807
C 0.38636 -1.63922 -0.89540
C -0.38917 0.40209 0.37456
N -0.13025 1.55822 1.13264
N -0.92503 0.73128 -1.63383
N 0.73854 -0.53780 0.00518
H -2.43772 0.42021 0.85008
H -1.83236 -1.21757 0.79446
H -1.60050 -0.31665 2.17709
H 2.42785 0.62360 0.83398
H 2.63134 -0.56460 -0.55471
H 2.00474 0.92414 -1.04920
H -0.48992 -2.16251 -0.36205
H 0.09094 -1.33959 -1.92312
H 1.28029 -2.29343 -1.03279
H 0.62503 2.23548 0.89859
H -0.88342 1.84497 1.76811
H -0.96811 1.74168 -1.60842
H -1.99019 0.64676 -1.55673
H 1.07124 -1.04350 0.90565
*
```

=====

Of them, the most stable is model 1 and the least stable is model 3.

=====

Model 1:
Entry from the Open Molecules 2025 dataset: a molecular structure, C4H14N3 (ωB97M-V/def2-TZVPD).

Summary:
* highest occupied orbital energy: -0.5362 Eh
* orbital gap: 11.93 eV
* E_LUMO: -2.66 eV

The geometry in ORCA input format:
```
! RIJCOSX wB97M-V def2-TZVPD def2/J DEFGRID3
* xyz 1 1
C 0.85858 1.08007 -1.66097
C 0.05485 -2.48110 -0.48587
C 0.08901 -0.34784 -1.70494
C -0.29194 1.12667 1.70801
N -0.49659 2.01645 2.65305
N -1.17414 0.50847 1.06972
N 0.17705 -0.98818 -0.34741
H 0.30847 1.69119 -0.93537
H 1.80408 0.84011 -1.26521
H 0.87686 1.48429 -2.75209
H 0.69228 -2.91880 0.26718
H -0.90250 -2.82544 -0.29614
H 0.51758 -2.76655 -1.47623
H 0.67997 -1.04163 -2.41711
H -0.95774 -0.10853 -1.94996
H 0.71395 0.83896 1.39977
H 0.20713 2.44974 3.22843
H -1.39908 1.88291 3.07488
H -2.14885 0.78762 1.34733
H -0.68100 -0.47505 0.37590
H 1.07201 -0.75337 0.16702
*
```

=====

Model 2:
Entry from the Open Molecules 2025 dataset: 2 unconnected molecules or ions with the total composition C4H14N3 (ωB97M-V/def2-TZVPD).

Summary:
* highest occupied orbital energy: -0.5472 Eh
* orbital gap: 11.84 eV
* E_LUMO: -3.05 eV

The geometry in ORCA input format:
```
! RIJCOSX wB97M-V def2-TZVPD def2/J DEFGRID3
* xyz 1 1
C 2.48909 0.25164 -0.58573
C 2.35746 -0.88203 0.44434
H 2.52462 1.22721 -0.10799
H 3.40879 0.11196 -1.14245
H 1.65254 0.25286 -1.27930
H 1.47137 -1.51683 0.39368
H 2.50841 -0.54602 1.47260
H 3.16224 -1.61688 0.34629
C -2.34421 -0.42493 -1.41133
C -1.24589 0.54464 0.55658
N -1.68785 0.64159 -0.67851
N -1.35592 -0.64687 1.17817
N -0.74789 1.59117 1.22082
H -1.65738 1.51355 -1.16505
H -1.05082 -1.49383 0.73831
H -1.28556 -0.69140 2.16900
H -0.46366 2.43376 0.73849
H -0.18516 1.41825 2.03031
H -2.62966 -0.07075 -2.39662
H -3.24220 -0.82338 -0.94144
H -1.67835 -1.27370 -1.58016
*
```

=====

Of them, the most stable is model 2 and the least stable is model 1.

=====

Model 1:
Entry from the Open Molecules 2025 dataset: 2 unconnected molecules or ions with the total composition C4H14N3 (ωB97M-V/def2-TZVPD).

Summary:
* highest occupied orbital energy (spin up / spin down): -0.4213 / -0.5218 Eh
* orbital gap (spin up / spin down): 6.03 / 11.11 eV
* E_LUMO (spin up / spin down): -5.44 / -3.08 eV

The geometry in ORCA input format:
```
! RIJCOSX wB97M-V def2-TZVPD def2/J DEFGRID3
* xyz 1 1
C -2.89465 -0.04815 -0.03495
C 1.35588 1.41396 -0.78205
C -2.42301 -0.98655 1.00488
C 0.23065 -0.65848 -0.48694
N 1.35505 0.40178 1.28700
N 2.63273 -0.57255 -0.31607
N 1.37282 0.11225 -0.13257
H -2.75249 -0.25317 -1.07074
H -3.86762 0.33964 0.21675
H -2.32965 0.95757 0.13783
H 0.48047 2.09725 -0.60525
H 2.26478 1.96454 -0.38621
H 1.29988 1.46720 -1.89977
H -2.12708 -1.96900 0.62050
H -2.46703 -0.46949 1.87662
H -0.14835 -1.39738 0.26187
H -0.13617 -0.65290 -1.47279
H 0.43310 0.42328 1.56467
H 1.82293 -0.50923 1.66643
H 2.45463 -1.56772 -0.60487
H 3.44315 -0.09288 -0.84433
*
```

=====

Model 2:
Entry from the Open Molecules 2025 dataset: a gas-phase ion, C4H14N3 (charge +1) (ωB97M-V/def2-TZVPD).

Summary:
* SMILES: CN(C)[N+](C)(C)N
* highest occupied orbital energy: -0.5112 Eh
* orbital gap: 11.14 eV
* E_LUMO: -2.77 eV

The geometry in ORCA input format:
```
! RIJCOSX wB97M-V def2-TZVPD def2/J DEFGRID3
* xyz 1 1
C 1.38783 1.33179 0.37083
N 0.63611 0.08832 0.54363
C 1.54165 -1.04624 0.13956
N -0.64596 -0.03853 0.06714
C -1.26473 -1.36619 0.49884
C -0.71869 0.15696 -1.40466
N -1.52646 0.96276 0.70947
H 1.48727 1.63986 -0.68696
H 0.85402 2.19591 0.68671
H 2.40676 1.34010 0.84448
H 0.83331 -1.82229 -0.31790
H 2.20010 -0.62470 -0.52047
H 2.05016 -1.46084 0.98022
H -0.91515 -1.70760 1.44501
H -2.36004 -1.18238 0.55062
H -1.19490 -2.03682 -0.39388
H -1.65852 -0.21554 -1.61475
H -0.68535 1.26555 -1.60840
H -0.00172 -0.37234 -2.03116
H -1.01734 1.03611 1.59291
H -1.40837 1.85610 0.14875
*
```

=====

Of them, the most stable is model 2 and the least stable is model 1.

=====

Model 1:
Entry from the Open Molecules 2025 dataset: C5H7N3OS in the gas phase (ωB97M-V/def2-TZVPD).

Summary:
* SMILES: C[S@@](=N)(=O)c1ncccn1
* highest occupied orbital energy: -0.3529 Eh
* orbital gap: 9.88 eV
* E_LUMO: 0.27 eV

The geometry in ORCA input format:
```
! RIJCOSX wB97M-V def2-TZVPD def2/J DEFGRID3
* xyz 0 1
C -1.86798 -1.43935 0.41005
S -1.79232 0.30761 0.00749
N -2.24963 0.51790 -1.36959
O -2.42448 1.00951 1.14023
C 0.07009 0.53405 0.09394
N 0.74572 1.67845 0.14135
C 2.06312 1.58707 0.17555
C 2.68090 0.31816 0.13393
C 1.87003 -0.78381 -0.02274
N 0.58351 -0.62820 -0.04507
H -2.69435 -1.76553 -0.24797
H -1.07762 -1.95785 0.09587
H -2.09593 -1.58727 1.38759
H -2.50131 1.40135 -1.69122
H 2.77419 2.46500 0.04268
H 3.73960 0.19678 0.08076
H 2.17646 -1.85388 -0.33286
*
```

=====

Model 2:
Entry from the Open Molecules 2025 dataset: C5H7N3OS in the gas phase (ωB97M-V/def2-TZVPD).

Summary:
* SMILES: N=[S@H](=O)Nc1ccccn1
* highest occupied orbital energy: -0.3289 Eh
* orbital gap: 9.30 eV
* E_LUMO: 0.35 eV

The geometry in ORCA input format:
```
! RIJCOSX wB97M-V def2-TZVPD def2/J DEFGRID3
* xyz 0 1
N -2.45670 1.46469 0.48900
S -2.60601 0.13380 -0.28296
O -3.72302 -0.77536 -0.19995
N -1.28533 -0.86484 0.19618
C 0.05687 -0.59951 -0.01796
C 0.48188 0.74181 -0.21467
C 1.79277 1.04709 -0.04277
C 2.72823 -0.06078 -0.07370
C 2.23511 -1.34150 0.03317
N 0.89555 -1.59459 0.17720
H -2.69702 1.39438 1.42901
H -2.19720 0.58057 -1.61100
H -1.56044 -1.75185 0.52214
H -0.34936 1.52585 -0.27645
H 1.93795 2.14441 -0.04470
H 3.73868 -0.00231 -0.05744
H 3.00804 -2.04184 -0.02508
*
```

=====

Of them, the most stable is model 2 and the least stable is model 1.